(1)
DFT (wB97M-V/def2-TZVPD) results for a single C2H2BrF2NO molecule in a non-equilibrium geometry.

CARTESIAN COORDINATES (ANGSTROEM)
C: 1.0223 0.0833 -0.2441
F: 2.1043 -0.0656 0.5040
Br: 1.1936 1.7041 -1.3162
N: -1.3361 -0.3713 0.0611
F: 1.0933 -0.9452 -1.1458
H: -1.3901 -0.6913 -0.9373
C: -0.3093 0.1438 0.6979
H: -2.1913 -0.4374 0.5977
O: -0.1866 0.5796 1.7828

Output
LUMO, eV: 0.6
Orbital gap, eV: 11.2
HOMO energy, Ha: -0.3895
Net charge: 0

***

(2)
DFT (wB97M-V/def2-TZVPD) results for a single C2H2BrN3 molecule in a non-equilibrium geometry.

CARTESIAN COORDINATES (ANGSTROEM)
Br: 2.4097 0.3194 -0.2710
N: -0.4121 1.2394 -0.0936
N: -2.8378 1.2331 0.0848
C: -1.7050 1.2656 0.0756
H: -0.0516 -1.8711 0.8984
C: 0.1475 0.0297 0.1182
N: -0.3651 -1.0254 0.4614
H: -0.0438 2.0606 -0.4938

Output
LUMO (alpha / beta), eV: 0.6 / -4.0
Orbital gap (alpha / beta), eV: 7.7 / 6.7
HOMO energy (alpha / beta), Ha: -0.2616 / -0.3915
Net charge: 0
Spin multiplicity: 3

***

(3)
DFT (wB97M-V/def2-TZVPD) results for 2 unconnected molecules or ions with the total composition C2H2BrNO3 in a non-equilibrium geometry.

CARTESIAN COORDINATES (ANGSTROEM)
C: -0.2766 -1.7653 2.0087
N: -1.5600 0.0612 0.3270
C: -0.3035 0.3504 0.0811
O: 0.2934 -2.7287 1.8368
O: -2.1590 0.5490 1.3554
H: 0.3306 1.1537 0.5609
O: -2.0844 -0.6454 -0.5392
H: 0.0146 0.0121 -0.9267
Br: -1.3526 -0.9991 3.2554

Output
LUMO (alpha / beta), eV: -2.2 / -1.4
Orbital gap (alpha / beta), eV: 6.5 / 8.5
HOMO energy (alpha / beta), Ha: -0.3218 / -0.3635
Net charge: 0

***

Energy relative to the best compared isomer or geometry (same formula, charge and spin) per entry: 7.0, 0.0, 107.4 kcal/mol